C41H46FFeN8O9S | ωB97M-V/def2-TZVPD

The value obtained for the calculated total energy is -121555.341 eV. The calculation puts the frontier orbital gap (spin up / spin down) at 7.150 / 6.617 eV. As for the multiplicity: 6. For the LUMO energy (spin up / spin down), the calculation gives -0.2 / -0.8 eV.

CARTESIAN COORDINATES (ANGSTROEM)
1 Fe -0.40 -0.34 -0.35
2 O 1.25 2.11 -3.53
3 C 1.28 3.29 -2.88
4 C 2.01 4.31 -3.49
5 C 2.13 5.54 -2.88
6 C 1.54 5.78 -1.64
7 C 0.82 4.77 -1.04
8 C 0.67 3.52 -1.64
9 C -0.09 2.46 -0.94
10 O -0.23 1.31 -1.53
11 N -0.54 2.68 0.27
12 N -1.14 1.52 0.69
13 C -1.77 1.54 1.80
14 C -2.58 0.43 2.23
15 C -3.22 0.47 3.48
16 C -4.12 -0.49 3.86
17 C -4.44 -1.51 2.95
18 C -3.83 -1.58 1.72
19 C -2.85 -0.64 1.34
20 O -2.25 -0.76 0.18
21 H 0.76 1.48 -2.95
22 H 2.47 4.11 -4.45
23 H 2.70 6.32 -3.36
24 H 1.64 6.74 -1.16
25 H 0.34 4.93 -0.08
26 H -1.75 2.46 2.40
27 H -3.00 1.30 4.14
28 H -4.61 -0.45 4.82
29 H -5.18 -2.26 3.22
30 H -4.07 -2.36 1.01
31 O 3.87 -0.07 5.51
32 C 4.26 0.48 4.26
33 C 3.11 0.35 3.30
34 C 2.94 1.27 2.28
35 C 1.91 1.08 1.37
36 N 1.05 0.06 1.44
37 C 1.20 -0.81 2.45
38 C 2.22 -0.71 3.38
39 C 0.29 -1.98 2.49
40 C 0.03 -2.67 3.66
41 C -0.75 -3.82 3.61
42 C -1.02 -4.63 4.85
43 O 0.05 -5.51 5.14
44 C -1.22 -4.22 2.37
45 C -0.97 -3.43 1.26
46 N -0.24 -2.32 1.31
47 H 4.62 -0.04 6.11
48 H 5.11 -0.07 3.85
49 H 4.55 1.53 4.35
50 H 3.59 2.12 2.17
51 H 1.76 1.78 0.56
52 H 2.34 -1.45 4.16
53 H 0.42 -2.32 4.60
54 H -1.97 -5.17 4.75
55 H -1.10 -3.97 5.72
56 H 0.17 -6.10 4.39
57 H -1.85 -5.10 2.27
58 H -1.39 -3.67 0.30
59 F 5.65 2.45 -2.15
60 C 4.99 1.53 -2.87
61 C 4.54 0.41 -2.31
62 N 3.88 -0.56 -3.03
63 C 3.24 -1.66 -2.33
64 C 2.07 -1.19 -1.49
65 O 1.29 -2.07 -1.02
66 O 1.90 0.02 -1.31
67 C 3.57 -0.38 -4.37
68 O 2.94 -1.17 -5.02
69 N 4.08 0.79 -4.91
70 C 4.78 1.81 -4.29
71 O 5.16 2.79 -4.89
72 H 4.66 0.22 -1.25
73 H 3.97 -2.17 -1.69
74 H 2.89 -2.36 -3.08
75 H 3.83 0.95 -5.88
76 C 0.28 -4.34 -5.14
77 C -0.37 -5.66 -4.74
78 C -1.58 -5.53 -3.82
79 C -1.26 -5.00 -2.42
80 N -0.94 -3.58 -2.37
81 C -1.80 -2.58 -2.54
82 S -1.27 -0.94 -2.62
83 N -3.09 -2.87 -2.68
84 C -4.15 -1.87 -2.81
85 C -4.27 -1.30 -4.22
86 C -4.29 -2.36 -5.32
87 C -5.46 -3.33 -5.21
88 H 1.05 -4.50 -5.89
89 H 0.74 -3.82 -4.30
90 H -0.46 -3.65 -5.57
91 H 0.37 -6.31 -4.26
92 H -0.70 -6.18 -5.64
93 H -2.05 -6.51 -3.70
94 H -2.32 -4.88 -4.30
95 H -0.40 -5.52 -2.01
96 H -2.10 -5.21 -1.74
97 H 0.01 -3.29 -2.10
98 H -3.36 -3.84 -2.69
99 H -3.96 -1.09 -2.08
100 H -5.07 -2.39 -2.53
101 H -3.44 -0.61 -4.39
102 H -5.19 -0.71 -4.25
103 H -3.35 -2.91 -5.31
104 H -4.33 -1.85 -6.29
105 H -5.40 -3.95 -4.32
106 H -5.50 -4.00 -6.07
107 H -6.42 -2.79 -5.17

Löwdin atomic charge list, values in e, 6 entries: 0.99, 0.06, -0.25, -0.01, -0.08, -0.10

=====

C41H47BrCl2N2O5RuSSb | ωB97M-V/def2-TZVPD

The value obtained for the calculated total energy is -171525.920 eV. The calculation puts the frontier orbital gap (spin up / spin down) at 4.022 / 5.620 eV. As for the charge: -2. As for the multiplicity: 6. Its energy above the lowest of the compared OMol25 structures with the same formula, charge and spin is 252.7 kcal per mole. For the LUMO energy (spin up / spin down), the calculation gives 3.3 / 2.8 eV.

CARTESIAN COORDINATES (ANGSTROEM)
1 Ru 1.64 0.05 -0.49
2 Br -0.35 0.50 1.48
3 C 0.90 0.12 2.84
4 C 0.39 0.01 4.12
5 C 1.25 -0.29 5.17
6 C 2.58 -0.45 4.92
7 C 3.13 -0.26 3.65
8 C 4.52 -0.35 3.47
9 C 5.02 -0.45 2.21
10 C 4.15 -0.13 1.14
11 C 2.77 0.04 1.22
12 C 2.27 -0.02 2.57
13 H -0.63 0.09 4.30
14 H 0.82 -0.31 6.14
15 H 3.27 -0.49 5.75
16 H 5.06 -0.59 4.37
17 H 6.05 -0.62 1.99
18 H 4.73 0.03 0.22
19 Cl -2.09 0.20 -3.77
20 C -1.55 -1.26 -3.07
21 C -2.17 -2.40 -3.33
22 C -1.60 -3.57 -2.67
23 Cl -2.19 -5.21 -3.04
24 C -0.68 -3.61 -1.72
25 C -0.23 -4.72 -0.89
26 C 1.07 -4.35 -0.23
27 C 1.71 -3.16 -0.12
28 N 1.11 -2.05 -0.58
29 C 0.01 -2.28 -1.47
30 C -0.35 -1.10 -2.03
31 O 0.28 -0.02 -1.96
32 H -3.12 -2.28 -3.50
33 H -0.51 -5.68 -1.01
34 H 1.50 -5.20 0.27
35 H 2.49 -2.98 0.50
36 C -2.43 -2.40 0.56
37 C -3.45 -2.79 1.57
38 C -4.15 -4.05 1.04
39 C -2.94 -2.80 2.97
40 Sb -4.73 -0.93 1.77
41 C -4.95 0.35 -0.20
42 C -5.18 -0.46 -1.35
43 C -3.66 1.15 -0.34
44 C -6.12 1.30 0.04
45 C -6.65 -1.95 2.35
46 C -7.66 -0.80 2.73
47 C -7.28 -2.84 1.20
48 C -6.36 -2.71 3.55
49 H -1.63 -3.08 0.72
50 H -1.77 -1.71 0.81
51 H -2.49 -2.85 -0.36
52 H -3.35 -4.74 0.89
53 H -4.50 -3.71 0.02
54 H -4.87 -4.56 1.65
55 H -2.34 -3.65 2.99
56 H -3.64 -2.93 3.70
57 H -2.25 -2.05 3.22
58 H -4.19 -1.05 -1.28
59 H -5.30 -0.02 -2.38
60 H -5.88 -1.38 -1.23
61 H -2.75 0.74 -0.79
62 H -2.96 0.98 0.67
63 H -3.85 2.07 -0.83
64 H -7.04 0.79 -0.16
65 H -5.86 2.04 -0.64
66 H -6.04 1.89 1.08
67 H -7.64 -0.31 1.81
68 H -7.12 -0.15 3.34
69 H -8.68 -1.07 2.85
70 H -7.31 -2.26 0.31
71 H -8.25 -3.17 1.39
72 H -6.75 -3.86 0.48
73 H -6.17 -2.16 4.45
74 H -5.74 -3.55 3.43
75 H -7.24 -3.16 3.76
76 O 10.42 3.14 -4.13
77 S 9.67 4.24 -4.66
78 O 10.42 5.02 -5.66
79 N 8.23 3.80 -5.25
80 C 7.18 4.52 -4.76
81 O 6.01 4.48 -5.13
82 C 7.69 5.57 -3.78
83 C 7.07 6.69 -3.27
84 C 7.77 7.50 -2.43
85 C 9.11 7.31 -2.14
86 C 9.80 6.26 -2.71
87 C 9.07 5.40 -3.51
88 H 6.02 6.87 -3.56
89 H 7.27 8.28 -1.92
90 H 9.70 8.04 -1.63
91 H 10.85 6.15 -2.68
92 C 3.99 1.42 -1.71
93 O 2.85 2.26 -1.85
94 C 1.76 1.87 -1.16
95 C 0.65 2.84 -1.33
96 H 4.45 1.41 -2.74
97 H 3.80 0.46 -1.19
98 H 4.59 2.03 -1.02
99 H -0.15 2.22 -1.63
100 H 1.11 3.49 -2.04
101 H 0.59 3.34 -0.35

Löwdin atomic charge list, values in e, 6 entries: 1.28, 0.93, -0.56, -0.13, -0.09, -0.05